This record from the OMol25 dataset describes a molecular structure, C26H51BGeN7PSeTi in a non-equilibrium geometry. The level of theory is ωB97M-V/def2-TZVPD.

Computed properties:
* ⟨S²⟩: 0.7577
* largest force on an atom: 5.63 eV Å⁻¹
* E_tot: -193159.292 eV
* LUMO energy (spin up / spin down): -0.0797 / -0.0734 Ha
* Kohn-Sham gap (spin up / spin down): 7.117 / 8.371 eV

Geometry as ORCA input:
```
! wB97M-V def2-TZVPD RIJCOSX def2/J DEFGRID3
* xyz 1 2
Se -2.72003 1.20371 -0.71861
Ge -5.79831 -0.22126 -1.08244
Ti 0.97200 0.38523 -1.22755
P 1.86268 -0.51862 1.90997
N 2.59141 0.41004 -2.34173
N 0.12060 -0.84590 -2.43015
N 0.37475 2.15302 -2.06554
N 1.42148 -0.13480 0.42807
N 2.37771 0.62442 -3.74803
N 0.04935 -0.30940 -3.77071
N 0.27539 2.02012 -3.47522
C -0.90221 -1.08829 2.32852
C -0.54278 -1.17490 -4.55332
C -6.13529 -1.29611 -2.72820
C -0.93183 -2.33034 -3.81042
C -6.18078 1.64529 -1.51419
C -0.42167 4.08835 -2.93375
C -3.29018 2.19769 0.94418
C -3.86676 -0.33937 -0.70994
C 3.18816 0.61353 2.58869
C 4.54840 0.97740 -3.24497
C 0.34034 -0.42953 2.96932
C 2.53897 -2.31462 1.74068
C 3.34588 0.73874 4.07808
C 3.88826 0.62120 -2.06635
C -0.06943 1.08670 3.10401
C 1.35150 -3.22401 1.34624
C 3.66564 -2.41540 0.63156
C 4.52558 0.17673 1.99711
C -0.26604 3.13834 -3.94946
C 0.01241 3.45969 -1.77646
C -0.54817 -2.07770 -2.51584
C 3.54155 0.97869 -4.23262
C 0.44919 -1.04288 4.36820
C 3.13612 -2.89161 3.02675
C -6.94624 -0.66616 0.54534
C 2.89416 2.03428 2.00736
B 0.94541 0.88272 -4.32653
H 5.25148 0.99155 2.12564
H 2.54786 1.94313 0.97061
H 1.78022 -4.23679 1.07913
H -2.61651 3.03633 1.08618
H -0.39523 3.19421 -5.02548
H -0.20906 -0.45401 5.07283
H 3.62921 -0.19331 4.56810
H -3.68293 -0.79104 0.25059
H 2.44290 1.15605 4.55262
H 0.87605 0.96664 -5.49923
H -3.46900 -1.02826 -1.47631
H -1.10678 1.08063 3.56184
H 3.81981 2.60300 2.11939
H 4.12965 1.50156 4.28570
H 3.66623 -3.82560 2.87540
H -7.12345 1.75591 -2.07430
H -0.66074 -2.73016 -1.62404
H 4.22622 0.49520 -1.03692
H -7.90337 -1.13072 0.18189
H 0.17703 -2.12287 4.35285
H 4.67437 -2.38694 1.06495
H -0.74664 5.12648 -3.04466
H 2.33308 -2.98842 3.80633
H 0.65469 1.67628 3.74987
H -7.13055 -1.07016 -3.14412
H 0.01589 3.83989 -0.77012
H -3.32302 1.62633 1.88414
H -5.36590 -1.01520 -3.42247
H -6.38120 -1.32713 1.15000
H -5.36507 1.99164 -2.16517
H -1.40555 -3.20927 -4.20640
H 4.43248 -0.02284 0.90114
H 1.44643 -1.04350 4.77045
H 3.67590 -3.33109 0.07483
H -4.24896 2.66021 0.76619
H 4.92825 -0.72260 2.49132
H -1.80710 -0.64564 2.73384
H -0.85267 -2.17095 2.50705
H -0.16267 1.60152 2.09934
H -5.93177 -2.36768 -2.47201
H -0.60906 -1.08119 -5.64701
H 3.48671 1.37050 -5.24806
H 2.08860 2.55300 2.58584
H 0.68099 -3.40496 2.18727
H -6.15696 2.16976 -0.56895
H -0.85468 -0.99392 1.25031
H -7.21729 0.22632 1.15699
H 5.58324 1.27740 -3.42608
H 0.78787 -2.83829 0.48361
H 3.89608 -2.21926 3.44972
H 3.69770 -1.60673 -0.13669
*
```